(1)
DFT (the ωB97M-V functional and the def2-TZVPD basis) results for a structure of composition C2H8F2InNO6S2 in a non-equilibrium geometry.

Atoms and positions in Å:
In1 20.501 24.320 4.870
N1 16.401 21.861 7.521
S1 16.107 21.387 8.900
O1 16.166 19.977 9.207
O2 15.238 22.196 9.731
F1 17.503 21.760 9.560
S2 14.985 21.102 6.895
O3 13.695 21.633 7.325
O4 15.047 19.685 6.536
F2 15.029 21.935 5.501
C1 26.493 27.303 5.260
O5 25.135 27.357 4.978
H1 27.018 27.716 4.399
H2 26.834 27.873 6.125
H3 26.871 26.282 5.322
H4 24.960 28.249 4.671
C2 24.097 25.244 10.139
O6 23.323 24.181 9.532
H5 25.159 24.999 10.118
H6 23.990 26.197 9.621
H7 23.941 25.355 11.212
H8 23.602 23.424 10.053

Properties
* total charge: +2
* relative energy (zero: lowest compared OMol25 entry of this formula, charge and spin): 1.907 eV
* strongest force on any atom: 12.63 eV/A
* Kohn-Sham gap: 1.30 eV
* HOMO level: -15.38 eV



(2)
DFT (the ωB97M-V functional and the def2-TZVPD basis) results for a structure of composition C2H8F6O10PtS2 in a non-equilibrium geometry.

Atoms and positions in Å:
Pt1 0.262 -0.216 -1.249
C1 -3.118 1.349 1.117
F1 -3.652 2.006 2.124
F2 -2.678 0.170 1.578
F3 -4.058 1.110 0.205
S1 -1.692 2.313 0.357
O1 -1.047 1.217 -0.369
O2 -2.306 3.297 -0.521
O3 -0.950 2.879 1.461
C2 1.560 -0.874 3.122
F4 1.049 0.278 3.542
F5 2.458 -1.306 4.011
F6 0.573 -1.773 3.021
S2 2.434 -0.662 1.511
O4 3.005 -1.962 1.249
O5 1.331 -0.346 0.572
O6 3.409 0.391 1.653
O7 1.708 1.407 -1.768
H1 1.635 1.980 -2.544
H2 2.635 1.122 -1.741
O8 -1.159 -0.064 -2.950
H3 -1.232 0.556 -3.689
H4 -1.837 -0.735 -3.106
O9 -1.213 -1.909 -0.640
H5 -0.973 -2.605 -0.010
H6 -2.164 -1.771 -0.519
O10 1.771 -1.662 -2.030
H7 2.540 -2.009 -1.544
H8 1.711 -2.183 -2.843

Properties
* relative energy (zero: lowest compared OMol25 entry of this formula, charge and spin): 0.000 eV
* strongest force on any atom: 2.34 eV/A
* multiplicity: 3
* Kohn-Sham gap (alpha / beta): 8.27 / 8.30 eV
* HOMO level (alpha / beta): -9.55 / -9.58 eV



(3)
DFT (the ωB97M-V functional and the def2-TZVPD basis) results for the ion C2H8FN2O2 with charge +1 in a non-equilibrium geometry.

Atoms and positions in Å:
C1 0.716 0.916 1.328
N1 -0.385 0.042 0.868
C2 -0.305 -0.160 -0.783
N2 -0.904 -1.402 -1.015
O1 -0.848 0.865 -1.396
O2 1.031 -0.117 -1.174
F1 1.724 -1.215 -0.595
H1 1.709 0.514 1.425
H2 0.746 1.560 0.473
H3 0.373 1.382 2.229
H4 -1.266 0.575 1.235
H5 -0.249 -0.938 1.200
H6 -1.861 -1.270 -1.216
H7 -0.330 -2.270 -1.054
H8 -0.151 1.518 -1.525

Properties
* structure (SMILES): C[NH2+][C@@](N)(O)OF
* total charge: +1
* relative energy (zero: lowest compared OMol25 entry of this formula, charge and spin): 5.574 eV
* strongest force on any atom: 3.18 eV/A
* Kohn-Sham gap: 10.95 eV
* HOMO level: -15.12 eV



(4)
DFT (the ωB97M-V functional and the def2-TZVPD basis) results for a cluster of 2 separate species, C2H8FP3 in total in a non-equilibrium geometry.

Atoms and positions in Å:
H1 -1.863 -0.331 2.464
P1 -1.397 -1.151 1.414
C1 -1.757 -0.379 0.006
P2 -1.905 1.415 -0.385
H2 -1.510 -0.996 -0.881
H3 -3.065 1.376 -1.291
H4 -2.793 1.963 0.739
F1 1.208 -0.921 -1.409
C2 2.432 -0.748 -0.738
P3 2.183 0.272 0.823
H5 2.879 -0.022 -1.377
H6 2.846 -1.652 -0.549
H7 0.839 -0.217 1.026
H8 1.902 1.392 0.157

Properties
* structure (SMILES): [H]/P=C\P.FCP
* relative energy (zero: lowest compared OMol25 entry of this formula, charge and spin): 1.515 eV
* strongest force on any atom: 4.64 eV/A
* Kohn-Sham gap: 8.78 eV
* HOMO level: -8.94 eV



(5)
DFT (the ωB97M-V functional and the def2-TZVPD basis) results for a cluster of 3 separate species, C2H8IO3 in total in a non-equilibrium geometry.

Atoms and positions in Å:
I1 3.155 0.430 -0.534
O1 1.433 1.763 2.449
H1 2.051 1.641 1.701
H2 0.632 1.312 2.157
C1 -0.815 -1.313 -0.595
C2 -1.445 0.035 -0.409
O2 -0.555 0.999 0.141
O3 0.095 -1.242 -1.681
H3 -1.526 -2.121 -0.786
H4 -0.275 -1.598 0.320
H5 -2.377 0.065 0.163
H6 -1.736 0.405 -1.405
H7 0.351 0.748 -0.137
H8 1.012 -1.122 -1.383

Properties
* total charge: -1
* relative energy (zero: lowest compared OMol25 entry of this formula, charge and spin): 0.000 eV
* strongest force on any atom: 1.39 eV/A
* Kohn-Sham gap: 7.90 eV
* HOMO level: -4.30 eV



(6)
DFT (the ωB97M-V functional and the def2-TZVPD basis) results for a cluster of 2 separate species, C2H8N in total in a non-equilibrium geometry.

Atoms and positions in Å:
C1 1.502 0.212 0.158
C2 0.662 0.896 0.975
H1 1.953 -0.741 0.411
H2 1.740 0.619 -0.851
H3 0.066 0.398 1.752
H4 0.581 1.980 0.974
N1 -1.336 -0.707 -0.700
H5 -1.432 -1.087 -1.617
H6 -1.367 0.340 -0.712
H7 -1.945 -0.985 -0.004
H8 -0.424 -0.928 -0.387

Properties
* relative energy (zero: lowest compared OMol25 entry of this formula, charge and spin): 2.592 eV
* strongest force on any atom: 3.27 eV/A
* multiplicity: 2
* Kohn-Sham gap (alpha / beta): 3.27 / 7.15 eV
* HOMO level (alpha / beta): -3.30 / -7.32 eV



(7)
DFT (the ωB97M-V functional and the def2-TZVPD basis) results for a cluster of 2 separate species, C2H8N2 in total in a non-equilibrium geometry.

Atoms and positions in Å:
N1 -1.074 -0.997 -2.038
H1 -1.444 -0.519 -2.875
H2 -0.835 -0.229 -1.413
H3 -0.187 -1.275 -2.456
C1 -0.132 0.935 1.752
C2 1.349 -0.226 0.372
N2 1.180 0.820 1.175
H4 -0.058 1.348 2.754
H5 -0.739 1.603 1.118
H6 -0.646 -0.043 1.718
H7 0.690 -1.123 0.467
H8 1.897 -0.293 -0.573

Properties
* total charge: -1
* relative energy (zero: lowest compared OMol25 entry of this formula, charge and spin): 0.741 eV
* strongest force on any atom: 1.61 eV/A
* multiplicity: 2
* Kohn-Sham gap (alpha / beta): 4.14 / 7.36 eV
* HOMO level (alpha / beta): 0.63 / -2.95 eV



(8)
DFT (the ωB97M-V functional and the def2-TZVPD basis) results for a cluster of 2 separate species, C2H8N2 in total in a non-equilibrium geometry.

Atoms and positions in Å:
C1 0.401 1.606 -0.041
C2 1.648 1.218 0.186
N1 2.649 2.060 0.660
H1 -0.195 0.885 -0.581
H2 0.141 2.656 -0.088
H3 1.912 0.195 -0.058
H4 2.264 2.952 0.916
H5 3.348 1.760 1.307
N2 -2.957 -3.383 -0.508
H6 -2.913 -4.041 -1.259
H7 -2.537 -2.483 -0.611
H8 -3.760 -3.424 0.077

Properties
* structure (SMILES): C=CN.N
* relative energy (zero: lowest compared OMol25 entry of this formula, charge and spin): 0.722 eV
* strongest force on any atom: 1.20 eV/A
* Kohn-Sham gap: 9.44 eV
* HOMO level: -8.40 eV



(9)
DFT (the ωB97M-V functional and the def2-TZVPD basis) results for the molecule C2H8N2 in a non-equilibrium geometry.

Atoms and positions in Å:
N1 -1.450 1.076 0.545
C1 -0.484 -0.008 0.730
C2 0.477 -0.062 -0.450
N2 1.239 -1.304 -0.450
H1 -1.417 1.600 -0.320
H2 -1.543 1.778 1.257
H3 -1.065 -0.929 0.703
H4 0.130 0.222 1.580
H5 -0.064 0.019 -1.403
H6 1.113 0.787 -0.535
H7 0.846 -2.027 -1.024
H8 2.219 -1.154 -0.633

Properties
* structure (SMILES): NCCN
* relative energy (zero: lowest compared OMol25 entry of this formula, charge and spin): 0.404 eV
* strongest force on any atom: 2.10 eV/A
* Kohn-Sham gap: 10.00 eV
* HOMO level: -8.83 eV



(10)
DFT (the ωB97M-V functional and the def2-TZVPD basis) results for a structure of composition C2H8N2 in a non-equilibrium geometry.

Atoms and positions in Å:
N1 1.074 -1.690 -0.045
C1 -0.065 -0.762 -0.028
C2 -0.401 0.647 -0.616
N2 -1.017 1.486 0.583
H1 1.492 -1.674 -1.105
H2 0.964 -0.505 0.601
H3 1.729 1.333 1.410
H4 -1.056 -1.219 0.330
H5 0.854 1.062 -0.647
H6 -0.835 0.411 -1.606
H7 1.767 1.045 0.696
H8 -2.521 1.670 0.423

Properties
* relative energy (zero: lowest compared OMol25 entry of this formula, charge and spin): 12.003 eV
* strongest force on any atom: 5.07 eV/A
* Kohn-Sham gap: 5.53 eV
* HOMO level: -7.65 eV